(1)
DFT (the ωB97M-V functional and the def2-TZVPD basis) results for a cluster of 6 separate species, C35H79BClF9N7O6S in total in a non-equilibrium geometry.

Positions of all 139 atoms, in Å:
C  -0.022  -0.753  -6.513
N  0.616  -2.089  -6.220
C  1.066  -2.242  -4.788
C  -0.139  -2.369  -3.679
Cl  -1.799  -2.862  -4.443
C  0.250  -3.553  -2.637
C  0.463  -3.145  -1.077
C  2.053  -3.489  -0.685
C  2.333  -3.522  0.929
C  1.420  -4.586  1.777
S  1.716  -4.171  3.619
C  0.058  -1.606  -0.665
C  -1.527  -1.611  -0.275
F  -2.343  -2.498  -1.191
F  -2.206  -0.280  -0.366
C  -1.850  -2.240  1.237
F  -2.150  -3.720  1.180
F  -0.654  -2.149  2.157
C  -3.075  -1.517  2.032
F  -3.227  -2.293  3.324
F  -2.763  -0.115  2.503
C  -4.545  -1.569  1.324
F  -4.953  -0.275  0.661
F  -4.789  -2.707  0.414
F  -5.540  -1.730  2.451
N  0.482  -0.740  -1.823
B  0.789  0.728  -1.438
C  2.271  1.076  -0.755
O  -0.226  1.792  -1.729
C  -0.380  -0.878  -3.055
H  0.747  0.075  -6.128
H  -0.121  -0.540  -7.684
H  -1.066  -0.575  -6.009
H  0.069  -2.900  -6.577
H  1.671  -1.248  -4.521
H  1.857  -3.107  -4.763
H  -0.619  -4.371  -2.663
H  1.225  -4.159  -2.965
H  -0.171  -3.898  -0.425
H  2.354  -4.563  -1.103
H  2.716  -2.653  -1.167
H  3.464  -3.838  1.092
H  2.250  -2.432  1.409
H  1.676  -5.725  1.556
H  0.262  -4.482  1.628
H  1.406  -2.789  3.816
H  0.787  -1.310  0.234
H  1.443  -1.103  -2.111
H  2.798  1.854  -1.481
H  2.051  1.534  0.302
H  2.857  0.068  -0.650
H  -0.846  1.861  -0.931
H  -1.525  -0.643  -2.888
H  -0.002  -0.041  -3.817
C  7.759  -0.526  -2.026
C  6.967  -1.827  -1.938
C  5.949  -2.011  -3.087
O  4.759  -1.228  -2.950
C  4.889  0.117  -3.384
N  6.312  -1.899  -0.623
H  7.173  0.346  -1.723
H  8.631  -0.566  -1.364
H  8.123  -0.357  -3.045
H  7.690  -2.650  -2.006
H  5.615  -3.055  -3.077
H  6.413  -1.845  -4.067
H  5.564  0.214  -4.240
H  5.229  0.744  -2.557
H  3.900  0.476  -3.681
H  5.862  -2.812  -0.532
H  5.526  -1.244  -0.638
C  1.303  5.489  -8.732
C  0.675  4.664  -7.613
C  1.483  3.396  -7.252
O  1.338  2.320  -8.184
C  2.163  2.425  -9.334
N  -0.709  4.333  -7.983
H  1.155  5.044  -9.720
H  0.855  6.489  -8.765
H  2.379  5.614  -8.572
H  0.649  5.301  -6.720
H  1.099  3.012  -6.299
H  2.543  3.627  -7.086
H  3.131  2.885  -9.109
H  1.645  2.986  -10.114
H  2.341  1.417  -9.718
H  -1.154  3.863  -7.192
H  -0.666  3.606  -8.701
C  -4.482  2.951  5.583
C  -4.106  4.331  5.048
C  -3.087  4.286  3.886
O  -1.739  4.031  4.294
C  -1.441  2.659  4.506
N  -3.616  5.157  6.162
H  -3.700  2.514  6.209
H  -5.384  3.017  6.202
H  -4.692  2.257  4.763
H  -5.025  4.787  4.661
H  -3.068  5.278  3.418
H  -3.397  3.582  3.105
H  -1.983  2.006  3.815
H  -1.659  2.386  5.540
H  -0.369  2.516  4.347
H  -3.455  6.105  5.818
H  -2.678  4.825  6.398
C  4.589  -8.603  6.259
C  3.625  -7.648  5.561
C  2.806  -8.314  4.431
O  3.538  -8.528  3.220
C  4.344  -9.697  3.220
N  4.378  -6.486  5.066
H  5.479  -8.816  5.662
H  4.938  -8.167  7.203
H  4.099  -9.553  6.494
H  2.913  -7.298  6.318
H  1.988  -7.634  4.162
H  2.334  -9.244  4.769
H  3.887  -10.515  3.786
H  5.335  -9.466  3.615
H  4.471  -10.022  2.185
H  3.717  -5.808  4.683
H  4.908  -6.794  4.246
C  -8.302  7.175  3.246
C  -8.654  8.412  4.069
C  -7.566  8.799  5.097
O  -7.542  7.976  6.268
C  -6.845  6.750  6.108
N  -9.957  8.200  4.717
H  -8.423  6.246  3.809
H  -8.958  7.102  2.371
H  -7.271  7.225  2.884
H  -8.753  9.248  3.366
H  -7.788  9.812  5.455
H  -6.573  8.847  4.635
H  -5.987  6.846  5.436
H  -7.528  5.978  5.748
H  -6.482  6.435  7.090
H  -10.230  9.064  5.188
H  -9.809  7.543  5.487

Properties
HOMO level = -0.375 Ha
spin multiplicity = 1
net charge = +1

***

(2)
DFT (the ωB97M-V functional and the def2-TZVPD basis) results for a structure of composition C21H34BrCoN5O2SSi in a non-equilibrium geometry.

Positions of all 66 atoms, in Å:
Co  -0.760  0.836  -0.133
N  -0.281  2.770  0.776
C  -1.539  3.509  0.843
C  -1.947  3.887  -0.576
N  -2.081  2.708  -1.442
C  -3.434  2.143  -1.315
C  -3.459  0.617  -1.347
N  -2.771  0.088  -0.173
C  -1.787  3.082  -2.834
C  -1.217  1.972  -3.737
N  0.107  1.518  -3.382
H  0.001  2.504  1.718
H  0.444  3.359  0.372
H  -1.454  4.424  1.446
H  -2.277  2.856  1.311
H  -1.157  4.530  -0.974
H  -2.872  4.482  -0.556
H  -4.094  2.532  -2.105
H  -3.847  2.449  -0.350
H  -2.943  0.247  -2.232
H  -4.503  0.279  -1.391
H  -2.618  -0.928  -0.309
H  -3.340  0.215  0.662
H  -1.028  3.871  -2.825
H  -2.687  3.501  -3.312
H  -1.173  2.387  -4.753
H  -1.878  1.107  -3.767
H  0.722  2.309  -3.217
H  0.070  0.945  -2.543
C  0.889  0.478  5.301
Si  1.845  -0.977  4.531
C  1.228  -2.640  5.226
C  3.690  -0.740  4.984
C  1.822  -0.997  2.628
C  2.846  -1.605  1.923
C  2.945  -1.484  0.541
C  2.041  -0.665  -0.105
N  1.034  -0.091  0.536
C  0.863  -0.321  1.849
S  -0.649  0.234  2.423
H  1.111  0.561  6.360
H  -0.182  0.352  5.193
H  1.151  1.422  4.834
H  1.363  -2.677  6.302
H  1.775  -3.473  4.795
H  0.173  -2.789  5.017
H  3.808  -0.593  6.053
H  4.115  0.127  4.485
H  4.285  -1.605  4.709
H  3.581  -2.191  2.454
H  3.730  -1.978  -0.009
H  2.108  -0.469  -1.166
Br  -1.472  -1.632  -4.738
C  -0.054  -2.590  -3.912
C  0.894  -3.195  -4.718
C  1.910  -3.925  -4.126
C  1.973  -4.046  -2.748
C  1.027  -3.424  -1.954
C  0.000  -2.687  -2.531
C  -0.930  -1.880  -1.638
O  -1.910  -2.391  -1.107
O  -0.538  -0.685  -1.539
H  0.837  -3.095  -5.793
H  2.655  -4.401  -4.748
H  2.762  -4.622  -2.288
H  1.072  -3.502  -0.877

Properties
HOMO level (alpha / beta) = -0.273 / -0.272 Ha
spin multiplicity = 4

***

(3)
DFT (the ωB97M-V functional and the def2-TZVPD basis) results for a structure of composition C47H37As2FeN2O2S2.

Positions of all 93 atoms, in Å:
Fe  -0.189  -0.411  0.598
C  -3.637  0.572  1.060
C  -3.610  -0.805  1.704
As  -2.097  -1.871  1.068
C  -1.634  -3.077  2.498
C  -2.615  -3.585  3.342
C  -2.270  -4.501  4.327
C  -0.952  -4.910  4.467
C  0.027  -4.415  3.616
C  -0.313  -3.500  2.631
C  -2.766  -3.081  -0.266
C  -3.905  -2.785  -1.007
C  -4.376  -3.705  -1.931
C  -3.704  -4.904  -2.126
C  -2.563  -5.194  -1.391
C  -2.094  -4.286  -0.453
As  -1.867  1.373  0.887
C  -1.971  2.712  -0.487
C  -1.260  3.901  -0.318
C  -1.353  4.899  -1.274
C  -2.154  4.718  -2.393
C  -2.865  3.537  -2.556
C  -2.773  2.527  -1.613
C  -1.480  2.343  2.505
C  -2.449  2.497  3.490
C  -2.140  3.175  4.663
C  -0.870  3.695  4.851
C  0.100  3.544  3.866
C  -0.200  2.865  2.698
H  -4.278  1.266  1.603
H  -3.993  0.518  0.034
H  -4.525  -1.352  1.473
H  -3.530  -0.749  2.792
H  -3.652  -3.290  3.231
H  -3.034  -4.898  4.981
H  -0.688  -5.625  5.235
H  1.052  -4.749  3.713
H  0.458  -3.126  1.964
H  -4.422  -1.843  -0.882
H  -5.267  -3.482  -2.501
H  -4.073  -5.616  -2.851
H  -2.044  -6.131  -1.536
H  -1.218  -4.531  0.134
H  -0.656  4.072  0.562
H  -0.809  5.823  -1.137
H  -2.230  5.500  -3.136
H  -3.498  3.399  -3.422
H  -3.320  1.609  -1.762
H  -3.448  2.101  3.360
H  -2.896  3.294  5.428
H  -0.634  4.225  5.765
H  1.090  3.959  4.009
H  0.566  2.741  1.940
S  -2.479  -0.855  5.949
C  -2.811  -0.539  7.594
C  -1.722  -0.045  8.242
C  -0.599  0.088  7.387
C  -0.851  -0.309  6.102
C  0.063  -0.254  4.960
C  -0.428  -0.379  3.649
N  0.318  -0.272  2.562
C  1.643  -0.024  2.726
C  2.244  0.080  3.980
C  3.661  0.327  4.046
C  4.398  0.474  2.924
C  3.787  0.396  1.623
C  4.479  0.557  0.415
C  3.816  0.476  -0.796
C  2.427  0.227  -0.754
N  1.756  0.071  0.373
C  2.419  0.149  1.550
C  4.497  0.639  -2.078
C  5.810  0.965  -2.294
C  6.145  1.038  -3.666
C  5.081  0.768  -4.472
S  3.673  0.425  -3.578
C  1.421  -0.046  5.106
H  -3.788  -0.750  7.998
H  -1.718  0.212  9.290
H  0.351  0.482  7.720
H  -1.483  -0.555  3.501
H  4.128  0.391  5.021
H  5.462  0.657  2.986
H  5.546  0.741  0.443
H  1.842  0.144  -1.660
H  6.525  1.153  -1.505
H  7.128  1.281  -4.038
H  5.050  0.751  -5.550
H  1.862  0.027  6.093
O  -2.400  -0.317  -1.530
C  -1.310  -0.652  -1.950
O  -0.223  -0.727  -1.234
H  -1.166  -0.960  -2.993

Properties
HOMO level (alpha / beta) = -0.466 / -0.466 Ha
spin multiplicity = 2
net charge = +2

***

(4)
DFT (the ωB97M-V functional and the def2-TZVPD basis) results for a cluster of 2 separate species, C4H9NO4 in total in a non-equilibrium geometry.

Positions of all 18 atoms, in Å:
C  0.284  -1.732  1.177
C  0.513  -0.430  1.738
O  1.233  -0.271  2.699
N  0.061  0.758  1.168
C  -0.999  0.805  0.153
C  -0.560  1.842  -0.977
O  0.141  2.754  -0.965
O  -1.242  1.415  -2.098
H  0.807  -1.947  0.280
H  0.451  -2.520  2.010
H  -0.841  -1.930  0.786
H  0.416  1.564  1.691
H  -1.015  -0.176  -0.221
H  -1.947  1.206  0.704
H  -1.002  1.944  -2.938
O  0.887  -0.835  -1.947
H  1.427  -0.863  -1.013
H  1.386  -1.584  -2.249

Properties
HOMO level = -0.352 Ha
spin multiplicity = 1

***

(5)
DFT (the ωB97M-V functional and the def2-TZVPD basis) results for a structure of composition C7F21InO21S7 in a non-equilibrium geometry.

Positions of all 57 atoms, in Å:
In  -0.320  -0.413  0.753
C  -2.343  -4.399  -2.481
F  -2.689  -5.705  -2.460
F  -1.050  -4.315  -2.802
F  -3.053  -3.750  -3.382
S  -2.637  -3.713  -0.742
O  -4.085  -3.455  -0.772
O  -2.192  -4.716  0.202
O  -1.868  -2.480  -0.650
C  2.894  -3.825  1.598
F  3.204  -5.019  1.068
F  3.380  -3.830  2.841
F  3.531  -2.897  0.884
S  1.018  -3.556  1.600
O  0.805  -2.512  2.601
O  0.698  -2.922  0.306
O  0.467  -4.892  1.739
C  5.138  -0.164  1.685
F  5.191  -0.630  0.432
F  5.247  -1.110  2.613
F  6.185  0.671  1.772
S  3.508  0.824  1.814
O  3.728  1.918  0.879
O  2.429  -0.104  1.404
O  3.560  1.286  3.192
C  -1.036  4.679  2.460
F  -0.928  5.021  3.770
F  -2.145  3.957  2.353
F  -1.175  5.814  1.792
S  0.515  3.704  1.878
O  1.381  3.647  3.041
O  0.121  2.358  1.371
O  0.944  4.550  0.797
C  3.411  -1.404  -2.602
F  4.038  -1.496  -1.415
F  4.296  -1.351  -3.584
F  2.639  -2.499  -2.677
S  2.293  0.096  -2.513
O  3.120  1.275  -2.316
O  1.568  0.081  -3.772
O  1.458  -0.144  -1.347
C  -5.225  1.546  0.867
F  -6.486  1.724  0.479
F  -4.501  2.568  0.419
F  -5.254  1.498  2.214
S  -4.548  -0.075  0.051
O  -3.247  -0.268  0.712
O  -5.585  -1.013  0.473
O  -4.510  0.111  -1.397
C  -2.075  3.783  -1.630
F  -1.528  4.989  -1.884
F  -2.249  3.722  -0.333
F  -3.249  3.740  -2.258
S  -0.906  2.474  -2.204
O  -1.151  2.249  -3.595
O  0.397  3.066  -1.917
O  -1.129  1.307  -1.325

Properties
HOMO level = 0.004 Ha
spin multiplicity = 1
net charge = -4

***

In order of appearance, E_tot = -3997.0685; -5889.4464; -8604.4107; -513.5065; -6921.2947 hartree.